# 1
C2H3NS3 | ωB97M-V/def2-TZVPD

Computed properties:
SMILES string: NC(=S)C(=S)S
Kohn-Sham gap, hartree: 0.27311

Each line ends with the Mulliken charge.
Element x y z (Å)
N 1.103 -1.190 0.024  -0.36
C -0.159 -0.864 -0.116  0.24
S -1.396 -1.860 -0.205  -0.35
C -0.201 0.857 -0.081  0.29
S 1.151 1.762 -0.138  -0.30
S -1.894 1.361 -0.114  -0.12
H 1.779 -0.381 0.269  0.17
H 1.289 -2.282 0.022  0.26
H -1.673 2.597 0.338  0.16

---

# 2
C2H3NS3 | ωB97M-V/def2-TZVPD

Computed properties:
SMILES string: C#[N+][S-].S=CS
Kohn-Sham gap, hartree: 0.28871

Each line ends with the Mulliken charge.
Element x y z (Å)
C -2.557 -2.003 0.016  -0.14
N -2.539 -1.785 1.179  -0.06
S -2.470 -1.482 2.661  -0.20
H -2.272 -2.348 -0.913  0.40
S -1.153 0.978 -1.194  -0.23
C 0.289 1.151 -0.348  -0.10
S 1.177 -0.230 0.169  -0.06
H 0.769 2.186 -0.066  0.25
H 2.271 0.556 0.640  0.15

---

# 3
C2H3NS4 | ωB97M-V/def2-TZVPD

Computed properties:
2S+1: 3
Kohn-Sham gap (alpha / beta), hartree: 0.26637 / 0.18211
<S²>: 2.012

Each line ends with the Mulliken spin population.
Element x y z (Å)
C 0.404 0.140 -0.790  0.12
C 1.709 0.352 -0.179  0.20
N -0.683 -0.118 -0.130  0.54
S 3.164 0.325 -1.058  0.74
S -2.262 -0.006 -0.677  0.26
S -3.351 -1.381 0.344  0.01
S 1.709 0.878 1.497  0.09
H 0.429 0.114 -1.967  0.02
H -4.060 -0.810 1.277  0.01
H 2.939 0.506 1.683  0.00

---

# 4
C2H3NaO2 | ωB97M-V/def2-TZVPD

Computed properties:
2S+1: 2
Kohn-Sham gap (alpha / beta), hartree: 0.33123 / 0.33933
Net charge: +1
<S²>: 0.761

Each line ends with the Mulliken spin population.
Element x y z (Å)
H 0.087 0.836 0.559  -0.07
C 0.321 0.121 -0.800  0.62
O -0.572 0.151 -1.608  0.15
O 0.538 -0.863 0.039  0.06
C 0.390 -0.345 1.363  0.23
H 1.261 -0.618 1.956  0.00
H -0.591 -0.584 1.776  0.01
Na -1.433 1.301 -3.286  0.00